111
Properties=species:S:1:pos:R:3:mulliken_charge:R:1 method="wB97M-V/def2-TZVPD" total_charge=+1 multiplicity=1 e_lumo_ev=-2.29 e_above_lowest_kcal_mol=136.9
C 8.34 1.14 2.89 -0.891
C 6.85 1.77 3.00 -0.493
C 5.70 0.70 3.30 -0.432
O 5.55 -0.27 2.21 -0.361
C 4.20 -0.80 2.30 -0.781
C 4.12 -2.29 1.72 -0.469
C 3.80 -3.52 2.75 0.112
C 2.64 -3.12 3.79 -0.779
C 1.50 -4.23 4.02 -0.696
C 0.16 -3.44 4.51 -0.599
C -1.16 -4.26 4.02 -0.827
C -2.06 -3.44 2.96 -0.165
C -3.17 -4.47 2.36 -0.742
C -4.61 -4.34 3.08 -0.685
C -5.42 -3.03 2.62 -0.420
C -6.93 -3.15 3.16 -0.497
C -8.03 -2.45 2.23 -0.829
C -7.77 -0.88 1.99 -0.499
C -8.55 0.08 3.02 -0.562
N -7.90 1.44 2.90 0.245
C -7.35 1.97 1.66 -0.149
C -6.72 3.37 1.89 -0.504
C -6.97 3.61 3.42 -0.434
C -7.70 2.37 4.02 -0.360
N 3.60 -4.63 1.79 -0.346
C 3.48 -4.22 0.38 0.198
O 3.65 -4.89 -0.66 -0.609
C 3.07 -2.65 0.56 0.439
C 2.96 -1.74 -0.74 -0.613
C 1.49 -1.89 -1.39 0.577
O 0.61 -2.68 -0.95 -0.522
O 1.09 -1.10 -2.55 -0.261
C 0.01 -0.21 -2.19 0.703
C -1.54 -0.64 -2.12 -0.955
O 0.29 1.02 -1.93 -0.545
H 8.69 1.28 1.80 0.214
H 9.11 1.69 3.54 0.294
H 8.36 0.00 3.08 0.268
H 6.88 2.52 3.88 0.306
H 6.61 2.34 2.04 0.265
H 4.71 1.30 3.40 0.342
H 5.85 0.11 4.28 0.307
H 3.46 -0.15 1.69 0.274
H 3.88 -0.70 3.39 0.449
H 5.18 -2.55 1.38 0.428
H 4.79 -3.73 3.31 0.429
H 2.15 -2.11 3.56 0.310
H 3.16 -2.98 4.82 0.368
H 1.80 -4.94 4.88 0.265
H 1.18 -4.79 3.07 0.345
H 0.13 -3.31 5.65 0.356
H 0.07 -2.40 4.02 0.307
H -1.82 -4.50 4.92 0.233
H -0.88 -5.26 3.53 0.401
H -2.67 -2.61 3.48 0.261
H -1.43 -3.02 2.09 0.057
H -2.78 -5.53 2.56 0.384
H -3.27 -4.36 1.22 0.337
H -5.22 -5.28 2.81 0.387
H -4.42 -4.36 4.21 0.154
H -5.33 -2.85 1.49 0.303
H -4.93 -2.12 3.15 0.256
H -7.17 -4.28 3.18 0.369
H -7.03 -2.73 4.24 0.224
H -9.05 -2.56 2.75 0.319
H -8.07 -2.97 1.20 0.340
H -6.65 -0.66 2.02 0.432
H -8.19 -0.63 0.94 0.231
H -9.67 0.18 2.79 0.193
H -8.44 -0.32 4.09 0.327
H -7.32 1.48 0.62 0.258
H -6.19 4.01 1.11 0.315
H -6.63 4.56 3.95 0.292
H -8.02 2.23 5.10 0.310
H 2.97 -5.40 2.03 0.381
H 2.07 -2.77 1.12 0.006
H 3.16 -0.64 -0.47 0.235
H 3.69 -2.10 -1.55 0.376
H -2.08 0.16 -1.50 0.315
H -2.05 -0.64 -3.15 0.265
H -1.71 -1.64 -1.59 0.260
C 2.46 1.33 -4.63 -1.061
C 1.27 2.06 -5.23 -0.164
C 1.53 2.70 -6.61 -0.735
C 2.81 3.51 -6.80 -0.829
N 2.90 4.91 -6.19 0.171
C 2.08 5.95 -6.95 -0.565
C 0.73 5.96 -6.27 -0.584
C 1.00 5.61 -4.82 -0.531
C 2.42 5.06 -4.75 -0.589
C 4.38 5.30 -6.25 -1.087
H 3.34 1.97 -4.53 0.292
H 2.20 0.97 -3.63 0.098
H 2.73 0.46 -5.23 0.402
H 0.90 2.81 -4.53 0.067
H 0.44 1.35 -5.34 0.537
H 0.65 3.26 -6.92 0.152
H 1.60 1.86 -7.32 0.519
H 2.96 3.66 -7.88 0.332
H 3.67 2.94 -6.45 0.508
H 2.57 6.92 -6.82 0.443
H 2.05 5.69 -8.01 0.320
H 0.06 5.23 -6.72 0.225
H 0.24 6.93 -6.37 0.436
H 0.27 4.90 -4.44 0.253
H 0.93 6.50 -4.18 0.414
H 2.54 4.12 -4.21 0.242
H 3.07 5.79 -4.26 0.473
H 4.69 5.26 -7.30 0.398
H 4.95 4.59 -5.65 0.407
H 4.50 6.31 -5.86 0.458

***

154
Properties=species:S:1:pos:R:3:mulliken_charge:R:1 method="wB97M-V/def2-TZVPD" total_charge=0 multiplicity=1 e_lumo_ev=-0.59 e_above_lowest_kcal_mol=0.0
C -0.31 1.15 3.88 -0.841
C -1.48 1.25 4.89 0.096
C -2.81 1.74 4.27 -1.105
C -3.26 0.96 3.03 -0.747
C -3.78 -0.45 3.32 1.638
C -3.67 -1.41 2.11 -1.400
C -2.92 -2.72 2.42 -0.564
C -1.44 -2.49 2.08 1.614
C -0.54 -3.72 2.30 -1.296
C 0.89 -3.41 2.74 0.132
C 1.57 -2.25 2.00 0.360
C 2.83 -1.76 2.77 -0.847
C 4.08 -1.58 1.89 -1.199
C 4.41 -0.12 1.57 -0.854
C 3.51 0.44 0.41 0.479
B 4.34 1.10 -0.71 -0.052
O 4.73 2.44 -0.68 -0.421
B 4.27 3.08 -1.82 -0.268
C 3.63 4.50 -1.75 -0.593
C 2.07 4.49 -1.68 -0.688
C 1.44 3.15 -2.05 0.483
S -0.37 3.36 -2.21 -0.108
O 4.40 2.41 -3.07 0.404
B 4.46 1.06 -2.98 -0.120
S 4.02 -0.03 -4.51 1.227
O 4.61 -1.34 -4.44 -0.741
O 4.37 0.77 -5.67 -0.539
C 2.16 -0.21 -4.66 0.062
F 1.64 1.02 -4.68 -0.114
F 1.95 -0.76 -5.87 -0.044
C 1.55 -1.15 -3.59 0.333
F 1.80 -2.41 -3.99 -0.297
F 2.20 -0.98 -2.41 -0.032
C 0.04 -1.01 -3.33 0.492
F -0.27 0.25 -2.97 -0.072
F -0.62 -1.33 -4.45 -0.241
C -0.49 -1.92 -2.17 0.511
F -0.18 -3.20 -2.36 -0.239
F -1.82 -1.82 -2.20 -0.267
F -0.08 -1.48 -0.99 -0.248
O 4.79 0.40 -1.86 0.276
H 0.55 1.68 4.28 0.491
H -0.03 0.11 3.70 -0.174
H -0.54 1.62 2.92 0.337
H -1.67 0.28 5.34 -0.155
H -1.20 1.97 5.66 0.406
H -3.58 1.60 5.04 0.324
H -2.70 2.79 4.00 0.375
H -4.06 1.53 2.55 0.373
H -2.45 0.91 2.29 0.345
H -3.17 -0.86 4.14 -0.436
H -4.81 -0.42 3.67 -0.848
H -4.64 -1.60 1.66 0.622
H -3.11 -0.86 1.34 0.376
H -3.30 -3.46 1.72 0.346
H -3.05 -3.01 3.46 0.270
H -1.07 -1.60 2.60 -0.709
H -1.43 -2.28 1.01 -0.280
H -0.53 -4.31 1.38 0.406
H -1.00 -4.36 3.06 0.442
H 1.50 -4.30 2.54 -0.915
H 0.91 -3.27 3.83 0.580
H 0.91 -1.39 1.89 0.075
H 1.92 -2.59 1.03 0.263
H 2.61 -0.86 3.35 0.223
H 3.06 -2.54 3.50 0.534
H 4.94 -1.96 2.46 0.439
H 4.03 -2.20 0.99 0.438
H 5.47 -0.05 1.33 0.445
H 4.23 0.47 2.47 0.339
H 2.88 -0.39 0.06 -0.234
H 2.82 1.17 0.84 0.241
H 4.02 5.07 -0.91 0.305
H 3.92 5.02 -2.66 0.331
H 1.69 4.80 -0.71 0.422
H 1.70 5.22 -2.40 0.250
H 1.63 2.37 -1.30 -0.033
H 1.77 2.87 -3.05 -0.175
H -0.52 2.83 -3.43 -0.053
C 2.85 -7.25 1.12 -0.240
Cl 2.65 -6.23 2.55 -0.142
Cl 1.80 -8.67 1.16 -0.160
H 2.61 -6.66 0.24 0.197
H 3.88 -7.59 1.08 0.325
C 7.58 3.86 -4.11 0.742
Cl 6.97 5.47 -4.48 -0.174
Cl 9.19 3.90 -3.37 -0.174
H 6.90 3.38 -3.42 -0.560
H 7.64 3.29 -5.03 0.137
C 6.24 0.53 -8.22 0.553
Cl 7.15 2.03 -8.46 -0.187
Cl 5.85 -0.25 -9.77 -0.201
H 6.84 -0.15 -7.63 0.341
H 5.32 0.76 -7.71 -0.466
C 2.37 -3.70 -8.01 0.180
Cl 3.71 -2.79 -8.69 -0.087
Cl 2.79 -5.39 -7.70 -0.181
H 2.08 -3.24 -7.07 -0.218
H 1.54 -3.68 -8.71 0.277
C -7.78 0.54 4.98 -0.429
Cl -6.53 1.47 4.16 -0.033
Cl -7.27 -1.12 5.33 -0.151
H -8.03 1.02 5.92 0.351
H -8.66 0.50 4.33 0.282
C -2.20 -2.66 7.09 -0.609
Cl -2.06 -1.47 8.39 -0.058
Cl -1.03 -2.36 5.80 -0.054
H -2.02 -3.65 7.49 0.434
H -3.20 -2.60 6.67 0.243
C -1.24 1.32 11.14 0.149
Cl -2.05 -0.25 11.27 -0.180
Cl -0.99 1.80 9.46 -0.102
H -1.86 2.07 11.61 -0.179
H -0.28 1.25 11.63 0.316
C -0.91 4.52 -6.13 -0.563
Cl -0.05 2.97 -6.13 -0.012
Cl -0.08 5.69 -5.10 -0.128
H -0.95 4.90 -7.14 0.390
H -1.91 4.35 -5.75 0.306
C -8.48 4.56 2.62 -0.297
Cl -9.08 2.91 2.38 -0.138
Cl -6.75 4.60 3.01 -0.123
H -8.64 5.12 1.71 0.301
H -9.02 5.01 3.44 0.262
C -0.69 0.00 -8.26 0.351
Cl -1.86 -0.89 -7.28 -0.179
Cl -1.43 1.40 -9.03 -0.131
H 0.12 0.33 -7.63 -0.272
H -0.32 -0.66 -9.03 0.199
C 3.16 0.90 -9.68 0.681
Cl 2.58 2.17 -8.58 -0.123
Cl 2.18 -0.57 -9.54 -0.134
H 3.10 1.26 -10.70 0.454
H 4.20 0.65 -9.42 -0.940
C -3.71 2.04 -11.89 -0.027
Cl -4.86 1.14 -10.90 -0.142
Cl -4.45 3.44 -12.67 -0.166
H -2.90 2.38 -11.26 0.047
H -3.33 1.38 -12.66 0.278
C -6.90 -3.87 1.42 -0.459
Cl -6.71 -2.70 2.73 -0.042
Cl -5.81 -3.59 0.05 -0.123
H -6.70 -4.86 1.81 0.290
H -7.92 -3.81 1.05 0.333
C -2.78 5.59 11.48 -0.241
Cl -2.32 4.20 12.48 -0.166
Cl -1.40 6.23 10.58 -0.142
H -3.54 5.28 10.78 0.242
H -3.15 6.37 12.13 0.300
C 0.35 -5.63 9.91 -0.311
Cl -0.63 -6.60 11.01 -0.157
Cl -0.46 -4.13 9.43 -0.063
H 1.28 -5.37 10.40 0.284
H 0.54 -6.21 9.01 0.259

***

117
Properties=species:S:1:pos:R:3:mulliken_charge:R:1 method="wB97M-V/def2-TZVPD" total_charge=0 multiplicity=1 e_lumo_ev=0.26 smiles=CCCOc1cccc2c1N(CCCS)c1cc(OB(O)O)c(CCC)cc1S2.CCOCC.CCOCC.CCOCC.CCOCC
C 0.45 3.04 -0.71 -1.647
C 1.05 1.64 -0.86 0.522
C 0.90 1.09 -2.27 -1.293
O 0.68 -0.31 -2.32 0.171
C -0.62 -0.72 -2.18 -0.467
C -1.64 -0.28 -3.02 -0.754
C -2.94 -0.76 -2.84 -0.941
C -3.25 -1.68 -1.85 -0.625
C -2.21 -2.12 -1.03 0.914
C -0.91 -1.66 -1.19 -0.459
N 0.16 -2.12 -0.36 2.058
C 0.68 -3.44 -0.76 -0.989
C 1.97 -3.28 -1.56 -0.553
C 2.97 -2.42 -0.80 0.039
S 4.63 -2.68 -1.47 -0.229
C -0.21 -2.04 1.02 -1.567
C 0.65 -1.41 1.91 -0.950
C 0.32 -1.34 3.25 0.568
O 1.18 -0.68 4.14 -0.898
B 2.36 -1.39 4.40 0.912
O 2.27 -2.70 4.74 -0.550
O 3.55 -0.74 4.35 -0.508
C -0.87 -1.89 3.73 0.942
C -1.25 -1.81 5.19 -1.583
C -2.21 -0.65 5.46 -0.418
C -1.70 0.69 4.97 -0.996
C -1.74 -2.50 2.83 -0.150
C -1.41 -2.56 1.49 0.401
S -2.50 -3.28 0.28 -0.361
H 1.09 3.75 -1.22 0.367
H -0.53 3.06 -1.19 0.393
H 0.34 3.32 0.33 0.436
H 0.66 0.96 -0.10 -0.334
H 2.11 1.74 -0.64 0.363
H 0.12 1.65 -2.79 0.527
H 1.81 1.26 -2.83 0.407
H -1.44 0.43 -3.80 0.515
H -3.71 -0.38 -3.50 0.432
H -4.26 -2.02 -1.70 0.622
H 0.84 -4.07 0.11 0.367
H -0.04 -3.96 -1.40 0.417
H 1.73 -2.78 -2.49 -0.072
H 2.39 -4.26 -1.79 0.689
H 2.69 -1.38 -0.90 -0.115
H 2.94 -2.68 0.26 0.259
H 5.40 -1.92 -0.67 0.092
H 1.57 -1.00 1.52 0.525
H 3.14 -3.06 4.94 0.307
H 3.50 0.07 3.84 0.278
H -0.36 -1.74 5.80 0.289
H -1.79 -2.73 5.42 0.464
H -3.15 -0.86 4.93 0.268
H -2.43 -0.61 6.52 0.441
H -1.55 0.70 3.89 0.189
H -0.75 0.93 5.42 0.239
H -2.41 1.50 5.18 0.416
H -2.68 -2.92 3.17 0.577
C -9.22 -3.26 -1.30 -1.093
C -7.74 -3.30 -0.93 -0.302
O -7.17 -2.02 -0.70 -0.403
C -7.74 -1.26 0.35 -0.341
C -7.65 -1.92 1.71 -1.005
H -9.37 -2.64 -2.18 0.303
H -9.57 -4.26 -1.51 0.387
H -9.83 -2.85 -0.49 0.273
H -7.17 -3.72 -1.76 0.315
H -7.58 -3.95 -0.07 0.336
H -8.77 -0.99 0.11 0.302
H -7.17 -0.33 0.36 0.336
H -8.22 -2.85 1.75 0.273
H -8.05 -1.26 2.48 0.400
H -6.62 -2.16 1.96 0.232
C 8.17 2.98 -0.97 -1.064
C 7.20 1.88 -0.55 -0.279
O 7.70 0.57 -0.74 -0.397
C 8.88 0.24 -0.04 -0.352
C 8.76 0.35 1.47 -0.980
H 8.45 2.85 -2.02 0.294
H 7.70 3.96 -0.85 0.386
H 9.08 2.97 -0.38 0.275
H 6.30 1.94 -1.16 0.314
H 6.89 2.03 0.49 0.278
H 9.72 0.84 -0.40 0.287
H 9.09 -0.79 -0.31 0.349
H 8.56 1.37 1.80 0.264
H 9.68 0.02 1.95 0.390
H 7.94 -0.28 1.83 0.236
C 3.05 -1.48 -5.28 -1.031
C 2.45 -0.17 -5.75 0.123
O 3.37 0.90 -5.81 -0.418
C 4.47 0.73 -6.69 -0.345
C 4.08 0.52 -8.14 -1.037
H 3.52 -1.36 -4.30 0.251
H 2.28 -2.24 -5.20 0.387
H 3.81 -1.85 -5.97 0.387
H 1.68 0.14 -5.03 -0.179
H 1.94 -0.30 -6.71 0.310
H 5.11 -0.09 -6.34 0.304
H 5.06 1.65 -6.60 0.343
H 3.51 -0.39 -8.28 0.266
H 4.98 0.45 -8.76 0.395
H 3.48 1.36 -8.50 0.283
C -2.38 4.97 2.25 -0.985
C -3.63 4.13 2.12 -0.344
O -4.14 3.65 3.35 -0.357
C -4.53 4.63 4.29 -0.330
C -5.65 5.54 3.81 -1.143
H -1.60 4.41 2.77 0.216
H -2.01 5.24 1.26 0.374
H -2.55 5.89 2.80 0.308
H -3.40 3.23 1.54 0.326
H -4.40 4.67 1.56 0.298
H -3.66 5.22 4.62 0.343
H -4.87 4.07 5.16 0.330
H -5.35 6.13 2.95 0.269
H -5.93 6.23 4.60 0.398
H -6.52 4.95 3.53 0.297